Density functional theory data (the ωB97M-V functional and the def2-TZVPD basis) for 10 unconnected molecules or ions with the total composition C50H126ClN8O21 in a non-equilibrium geometry.

Summary:
Strongest force on any atom: 0.075 hartree/bohr
Total charge: -1
Orbital gap: 0.272 hartree

```
206
Properties=species:S:1:pos:R:3:forces:R:3
Cl 15.56618 -23.49676 -22.39982 -0.395 -3.174 -2.173
O 14.68820 -23.88055 -21.36223 -1.441 0.328 1.420
O 16.88921 -23.82244 -21.93989 1.295 1.107 0.086
O 10.86359 -20.53044 -20.81373 -1.043 0.536 0.078
O 19.17123 -17.91123 -25.00334 0.069 1.578 -0.809
O 13.55992 -23.26984 -16.51291 -0.702 0.232 1.158
O 20.75465 -21.66116 -22.17712 1.439 -0.135 -0.501
O 9.54993 -24.83065 -16.65063 0.007 -0.641 0.876
O 16.34320 -17.34541 -19.09526 1.157 -0.876 -1.388
O 15.57690 -19.49274 -14.62952 0.621 0.254 0.545
O 15.55890 -27.41893 -21.81305 0.990 -0.487 0.852
O 19.43962 -28.45434 -27.78972 0.536 -0.885 0.288
O 11.82193 -24.10986 -23.19959 0.245 1.442 -0.941
O 13.00146 -28.50049 -20.56591 0.137 -0.680 0.282
O 18.40054 -19.58235 -29.02369 -0.343 -0.139 0.211
O 14.15992 -20.89011 -27.93846 0.488 -1.032 0.422
O 14.28186 -17.97993 -23.19147 -0.029 0.519 -0.735
O 15.30741 -24.28796 -23.58776 0.119 0.136 0.168
O 19.44952 -24.89202 -25.02747 -0.177 -0.288 -0.787
O 13.06280 -26.14393 -25.50656 0.265 -0.703 -0.413
O 15.34827 -22.14255 -22.79499 0.548 1.999 0.558
O 17.70623 -22.96624 -17.39481 -1.418 -0.540 -0.426
N 18.77270 -19.65283 -22.75932 -0.336 0.101 0.675
N 14.09096 -18.81464 -20.37141 -0.453 0.327 -0.324
N 16.99508 -21.77617 -27.54225 0.941 -0.670 0.261
N 11.39883 -25.94906 -21.10273 -0.813 -0.714 -1.164
N 15.49227 -27.41330 -24.60593 -0.300 -1.762 0.434
N 11.56133 -24.15529 -18.46693 -2.234 -0.524 -0.017
N 17.93474 -20.11099 -16.19305 0.026 0.251 -1.065
N 17.71698 -26.43154 -26.60620 -0.932 -0.205 -0.942
C 9.17349 -24.21632 -17.89679 0.658 0.645 1.365
C 13.02695 -19.80557 -20.20956 -1.321 0.642 -0.212
C 19.61547 -21.54875 -21.39066 -2.284 0.941 -0.588
C 12.20968 -25.22201 -26.19688 0.692 -1.018 0.951
C 10.89060 -27.16598 -20.55474 0.131 -1.714 0.622
C 14.81194 -27.93641 -25.80236 0.402 1.877 1.631
C 16.75841 -23.34767 -18.48720 1.248 0.421 1.473
C 9.46478 -20.35596 -21.14236 0.577 0.277 0.463
C 19.31175 -16.72515 -25.87661 -1.411 -1.313 0.602
C 15.89536 -27.13504 -20.43417 -0.383 -0.040 -1.208
C 13.67391 -18.97942 -23.95706 -0.479 -1.257 -1.136
C 14.67825 -19.25896 -13.55011 -0.005 0.618 -0.827
C 13.64749 -22.48659 -15.28579 0.466 -0.021 -1.379
C 17.68927 -19.14152 -23.62261 0.821 -0.665 0.132
C 9.62419 -23.98458 -15.50151 -0.526 1.043 -0.719
C 18.40265 -21.39495 -27.29041 -0.625 1.565 -1.155
C 10.32450 -23.35536 -18.38046 0.444 -0.418 -0.285
C 18.08129 -20.55296 -17.61029 0.387 -0.586 0.587
C 10.30609 -25.21965 -21.77211 1.046 0.582 0.658
C 21.75717 -22.54698 -21.63635 -1.575 0.163 0.207
C 16.68429 -27.98282 -22.51383 -1.169 0.553 -0.299
C 13.61530 -18.59836 -25.43529 0.709 0.358 1.054
C 19.88435 -24.75756 -23.70881 0.024 0.257 0.348
C 15.40206 -19.36598 -20.07238 0.057 0.143 -0.570
C 17.61533 -24.96935 -26.58142 1.531 -0.165 1.109
C 12.70201 -23.39008 -18.81066 0.735 0.592 1.032
C 11.92043 -28.00537 -19.77343 0.503 0.638 0.534
C 18.62700 -19.86884 -27.63079 1.051 -0.871 0.286
C 14.64481 -21.67253 -26.80637 1.056 1.638 0.576
C 16.51483 -18.30358 -20.18285 -1.200 -0.788 0.777
C 19.43564 -19.89800 -29.93480 0.568 0.167 0.337
C 16.12981 -21.29120 -26.50714 -1.153 0.396 0.642
C 11.63831 -19.32441 -20.68513 0.523 -0.396 -0.632
C 18.09045 -24.48375 -25.19246 -0.291 -1.122 -1.154
C 12.17882 -22.88273 -23.87124 0.763 -1.019 -0.025
C 18.65248 -22.00300 -17.73803 -0.682 1.287 -0.563
C 13.99210 -26.79898 -26.38937 -0.897 -0.038 -0.083
C 18.06536 -28.38607 -28.13824 0.444 1.276 0.301
C 17.99266 -17.78590 -24.16740 0.918 -0.545 -0.299
C 17.35384 -16.35043 -19.22883 -1.232 0.718 -0.323
C 16.19386 -28.48937 -23.88406 -0.117 0.976 0.093
C 17.33795 -18.74822 -16.12667 -0.163 -0.937 1.073
C 12.81018 -21.13786 -28.26770 0.005 -0.202 -0.262
C 13.15680 -22.47652 -17.64211 1.201 -0.621 -0.437
C 18.42789 -20.97441 -22.22609 0.291 0.279 -0.267
C 17.52567 -26.94539 -27.96729 -0.027 -0.875 0.406
C 16.58513 -18.47467 -14.78395 0.193 -0.765 -1.087
C 10.88931 -23.88511 -22.18287 -0.191 -0.402 -0.221
C 13.82242 -29.58089 -20.01778 -1.249 1.074 -0.511
C 20.34281 -27.80734 -28.66507 -0.463 0.200 0.293
H 17.98986 -23.39916 -25.15199 -0.092 0.040 0.477
H 14.19336 -28.79605 -25.54453 -0.109 0.099 0.169
H 16.77085 -19.03082 -23.04611 -0.085 -0.311 0.134
H 20.92508 -25.06937 -23.62075 0.133 0.184 -0.344
H 15.51962 -28.23737 -26.57483 0.145 -0.260 -0.364
H 16.37044 -21.63916 -25.50258 0.047 -0.945 -0.039
H 14.02687 -21.44217 -25.93851 -0.027 0.162 0.183
H 17.54005 -29.05884 -27.46036 0.086 -0.037 -0.020
H 8.87634 -21.24449 -20.91355 0.571 -0.389 0.014
H 9.63929 -24.47446 -14.52791 0.236 -0.828 -0.521
H 20.09340 -28.00005 -29.70851 -0.265 0.249 -0.216
H 15.55975 -29.36842 -23.76886 -0.290 0.119 0.139
H 13.05413 -23.06583 -24.49448 0.025 -0.514 0.078
H 16.45141 -17.82151 -21.15839 -0.239 0.386 -0.020
H 10.48345 -22.49554 -17.72965 -0.303 0.216 0.291
H 17.52293 -20.86097 -21.62921 0.121 -0.264 0.441
H 10.44179 -23.26407 -15.52389 0.580 -0.272 -0.203
H 15.51453 -20.13631 -20.83530 0.612 -0.231 0.019
H 14.10959 -20.16662 -13.34792 0.209 0.002 -0.016
H 19.72173 -20.77513 -20.63019 0.509 -0.112 0.558
H 10.07174 -22.93428 -19.35355 0.128 -0.057 -0.253
H 11.38261 -23.42036 -21.32920 0.045 0.110 0.210
H 15.93698 -23.79527 -17.92773 0.073 -0.308 -0.423
H 13.10908 -17.63658 -25.51779 -0.137 -0.066 -0.331
H 17.96474 -26.28961 -28.71913 0.290 0.187 -0.208
H 16.22584 -26.77748 -24.88472 -0.173 0.328 -0.341
H 17.28493 -18.45724 -13.94844 0.048 -0.349 0.250
H 17.13850 -17.41052 -24.73097 -0.043 0.120 -0.124
H 17.17061 -28.77780 -21.94849 -0.075 -0.357 0.208
H 19.76349 -23.71042 -23.43134 0.170 0.082 0.465
H 16.34177 -20.23291 -26.35484 -0.902 0.665 -0.222
H 9.28630 -20.12017 -22.19147 0.322 0.106 -0.155
H 12.39291 -21.74290 -17.38449 -0.082 0.070 0.205
H 10.08680 -23.21681 -22.49504 -0.239 0.295 -0.288
H 17.13907 -20.51609 -18.15706 -0.420 -0.168 0.078
H 19.07491 -21.94981 -27.94486 -0.129 -0.189 -0.166
H 17.41562 -16.03052 -20.26900 0.058 -0.037 -0.285
H 14.66343 -22.76129 -26.85471 -0.414 -0.170 -0.983
H 12.10244 -20.53991 -27.69353 0.022 -0.078 0.588
H 19.25706 -22.48159 -20.95539 0.289 -0.316 0.030
H 14.05287 -23.04204 -14.44006 -0.333 -0.634 -0.333
H 11.73674 -18.80760 -21.63976 -0.070 -0.076 -0.338
H 19.12544 -19.80573 -30.97565 -0.649 -0.011 0.212
H 15.35614 -19.85595 -19.09980 0.477 -0.021 0.292
H 10.09711 -26.85265 -19.87629 -0.379 -0.506 0.901
H 17.43533 -27.20393 -22.64561 0.197 0.280 -0.144
H 8.29614 -23.60921 -17.67370 -0.262 0.208 -0.358
H 18.74177 -21.63360 -26.28237 -0.352 0.152 0.175
H 14.65739 -18.48102 -25.73257 -0.065 0.082 -0.520
H 9.00407 -19.58208 -20.52839 0.161 0.363 0.060
H 18.36875 -16.61479 -18.93189 -0.141 -0.342 0.446
H 14.14564 -29.39498 -18.99354 -0.224 0.104 0.223
H 16.37417 -22.51105 -19.07074 0.132 0.311 0.143
H 17.46349 -25.03357 -24.49053 -0.072 0.617 0.533
H 12.59688 -20.84936 -29.29696 0.487 0.028 -0.194
H 13.14550 -19.39617 -26.01053 0.003 0.271 -0.046
H 14.16433 -18.15481 -22.25488 -0.095 -0.406 0.795
H 21.30219 -23.53487 -21.70821 0.503 -0.394 0.006
H 14.07131 -21.97599 -17.96031 -0.059 0.592 -0.207
H 17.36788 -20.81095 -15.73608 -0.364 0.131 0.142
H 11.37987 -28.75703 -19.19819 -0.125 -0.684 -0.335
H 19.05137 -15.86250 -25.26331 0.567 0.334 -0.237
H 12.43331 -22.78151 -19.67410 0.445 0.109 -0.066
H 16.64782 -18.55817 -16.94868 -0.101 -0.012 -0.119
H 19.86601 -20.89266 -29.81850 -0.201 -0.255 0.212
H 13.99303 -18.47386 -13.86979 -0.410 0.079 0.029
H 20.21930 -16.66020 -26.47681 0.558 -0.234 0.996
H 11.53626 -24.76525 -25.47164 0.231 -0.189 0.149
H 14.63376 -26.04035 -26.83754 0.319 0.136 -0.030
H 9.82044 -25.73498 -22.60077 0.662 -0.312 -0.252
H 11.59226 -25.46402 -20.23819 0.437 0.931 -0.050
H 13.49103 -27.32892 -27.19943 -0.700 0.408 -0.571
H 21.36352 -28.17081 -28.54613 -0.148 -0.243 0.481
H 13.25433 -30.50821 -20.09154 -0.004 -0.195 0.231
H 17.48859 -18.79336 -20.18413 0.225 0.018 0.434
H 11.59589 -25.79932 -26.88831 0.054 0.343 -0.670
H 18.17199 -17.17839 -23.28035 0.294 0.645 -0.178
H 16.93174 -15.49162 -18.70693 0.584 0.077 0.392
H 15.99842 -28.06902 -19.88175 0.368 -0.094 0.141
H 19.64211 -19.83763 -23.23899 0.034 0.668 -0.638
H 15.13950 -18.86439 -12.64475 0.430 -0.349 0.139
H 11.39615 -22.56099 -24.55826 -0.445 0.294 0.223
H 9.47079 -25.02018 -21.10087 -0.385 0.109 0.630
H 18.31776 -24.57425 -27.31530 -0.066 0.454 -0.396
H 10.38629 -27.89716 -21.18652 0.153 0.454 -1.033
H 19.63209 -19.60103 -27.30494 0.616 -0.105 -0.456
H 11.22885 -18.58562 -19.99620 -0.445 -0.174 0.341
H 18.18857 -18.07270 -16.21731 -0.167 0.402 0.030
H 18.59999 -26.74924 -26.23276 0.247 0.252 -0.040
H 17.02896 -28.79454 -24.51459 0.661 -0.413 0.183
H 15.09060 -26.56919 -19.96482 -0.133 0.022 -0.391
H 14.18376 -19.94177 -23.91197 0.630 -0.108 0.296
H 12.31030 -27.37029 -18.97796 0.463 0.357 0.168
H 18.56941 -16.79733 -26.67148 -0.553 -0.002 0.042
H 12.80745 -20.09419 -19.18164 0.675 -0.333 0.355
H 21.90102 -22.34538 -20.57486 0.207 0.186 0.126
H 12.54053 -22.09355 -23.21211 -0.500 0.092 0.440
H 8.76260 -23.32060 -15.43160 -0.579 -0.003 -0.258
H 17.51104 -19.83771 -24.44215 -0.286 -0.154 -0.206
H 13.97735 -17.99346 -19.79448 -0.460 0.049 0.234
H 18.08522 -19.16198 -27.00237 -0.812 -0.261 -0.425
H 16.13024 -17.48480 -14.82027 -0.219 0.160 -0.158
H 18.69851 -19.86005 -18.18214 0.477 0.158 0.290
H 19.33768 -25.38972 -23.00908 -0.432 -0.007 0.058
H 16.67269 -21.28017 -28.36087 0.278 -0.115 -0.546
H 16.61836 -24.57576 -26.77947 -0.054 -0.289 -0.026
H 16.46264 -26.99320 -28.20343 -0.237 0.141 0.015
H 22.70848 -22.48559 -22.16489 -0.344 0.194 -0.204
H 12.84630 -24.44073 -26.61214 -0.247 0.117 -0.642
H 12.58104 -22.20046 -28.18725 -0.173 -0.092 0.170
H 8.92231 -24.99558 -18.61635 0.147 -0.153 0.250
H 14.72761 -29.67325 -20.61795 -0.274 0.245 -0.262
H 12.66010 -19.28160 -23.69446 -0.429 0.582 0.739
H 17.95398 -28.72244 -29.16904 -0.275 -0.024 -0.205
H 13.49617 -24.09039 -19.06946 0.233 0.314 -0.195
H 11.68067 -24.61767 -17.57696 0.142 -0.170 0.109
H 17.30028 -24.00277 -19.16934 -0.333 -0.228 0.012
H 16.80131 -26.53052 -20.39051 0.201 -0.010 0.094
H 20.32900 -26.74773 -28.40986 0.156 0.270 -0.494
H 13.20329 -20.69244 -20.81820 0.554 -0.047 0.111
H 12.67858 -22.05245 -15.03913 -0.151 -0.015 0.087
H 18.91203 -22.15348 -18.78593 0.412 0.109 -0.131
H 20.26605 -19.19796 -29.84287 0.210 0.216 0.275
H 14.37465 -21.68724 -15.42857 -0.050 0.349 -0.162
H 18.10269 -21.58027 -23.07183 0.222 -0.798 0.082
H 19.53406 -22.12478 -17.10866 -0.016 -0.019 0.071
```
Forces are in eV/Å.